The following is a DFT calculation (ωB97M-V with the def2-TZVPD basis set) of a structure of composition C37H26AsN4O5S2V in a non-equilibrium geometry.

For the orbital gap (alpha / beta), the calculation gives 5.509 / 5.502 eV. As for the charge: -1. The largest force on an atom comes out at 3.220 eV Å⁻¹. The electronic energy comes out at -163190.611 eV. The LUMO energy (alpha / beta) comes out at 2.357 / 2.357 eV. As for the spin multiplicity: 2.

Last column: Löwdin charge in e.
Geometry (Å):
1 V -0.519 -0.096 0.100  0.666
2 O -1.494 5.592 1.600  0.069
3 C -1.311 4.311 1.184  -0.274
4 C -2.317 3.353 1.321  0.080
5 C -2.064 2.074 0.881  -0.156
6 N -0.893 1.748 0.337  -0.037
7 C 0.083 2.648 0.221  -0.144
8 C -0.083 3.953 0.631  0.094
9 C 1.344 1.995 -0.312  -0.564
10 O 2.348 2.639 -0.555  0.073
11 O 1.189 0.718 -0.440  -0.162
12 C -2.951 0.849 1.027  -0.561
13 O -4.107 0.945 1.397  0.073
14 O -2.314 -0.230 0.727  -0.130
15 H -2.364 5.660 2.004  0.106
16 H -3.271 3.580 1.782  0.130
17 H 0.730 4.660 0.546  0.136
18 N -0.777 -1.821 -3.683  0.111
19 C -1.913 -1.360 -4.349  -0.259
20 C -2.547 -2.118 -5.328  -0.032
21 C -3.699 -1.646 -5.938  -0.105
22 C -4.253 -0.435 -5.549  -0.110
23 C -3.620 0.331 -4.580  -0.107
24 C -2.438 -0.109 -4.008  -0.443
25 S -1.540 0.881 -2.848  1.021
26 N -0.929 -0.322 -1.834  -0.367
27 C -0.626 -1.508 -2.320  -0.333
28 C -0.254 -2.487 -1.364  -0.211
29 C 0.134 -3.815 -1.640  -0.040
30 C 0.347 -4.684 -0.606  -0.101
31 C 0.116 -4.239 0.714  -0.086
32 C -0.221 -2.931 0.926  -0.183
33 N -0.347 -2.024 -0.072  -0.069
34 H -0.502 -2.758 -3.922  0.112
35 H -2.125 -3.074 -5.617  0.108
36 H -4.177 -2.238 -6.708  0.096
37 H -5.174 -0.084 -5.994  0.095
38 H -4.032 1.281 -4.264  0.102
39 H 0.273 -4.150 -2.661  0.096
40 H 0.660 -5.702 -0.795  0.093
41 H 0.221 -4.916 1.549  0.095
42 H -0.388 -2.546 1.922  0.062
43 S 0.201 -0.022 2.368  0.697
44 C 1.837 0.625 2.597  -0.628
45 C 1.930 1.757 3.416  -0.138
46 C 3.154 2.279 3.796  -0.100
47 C 4.321 1.641 3.419  -0.102
48 C 4.249 0.517 2.616  -0.140
49 C 3.037 0.016 2.150  -0.398
50 As 3.023 -1.481 0.899  1.384
51 C 4.323 -0.933 -0.469  -0.381
52 C 4.358 -1.771 -1.584  -0.143
53 C 5.174 -1.494 -2.670  -0.102
54 C 5.986 -0.369 -2.651  -0.106
55 C 5.934 0.490 -1.563  -0.087
56 C 5.100 0.219 -0.488  -0.089
57 C 4.234 -2.600 2.003  -0.375
58 C 3.753 -2.928 3.274  -0.121
59 C 4.426 -3.825 4.085  -0.100
60 C 5.597 -4.424 3.635  -0.115
61 C 6.088 -4.109 2.378  -0.105
62 C 5.407 -3.207 1.569  -0.107
63 H 1.011 2.222 3.749  0.088
64 H 3.195 3.172 4.409  0.095
65 H 5.284 2.019 3.739  0.094
66 H 5.163 -0.012 2.363  0.100
67 H 3.722 -2.653 -1.590  0.090
68 H 5.178 -2.149 -3.533  0.094
69 H 6.642 -0.154 -3.485  0.093
70 H 6.542 1.387 -1.556  0.098
71 H 5.036 0.930 0.323  0.087
72 H 2.831 -2.464 3.614  0.102
73 H 4.037 -4.066 5.067  0.096
74 H 6.122 -5.137 4.259  0.091
75 H 7.006 -4.565 2.026  0.094
76 H 5.796 -2.964 0.586  0.091